No. 1
Density functional theory data (ωB97M-V/def2-TZVPD) for a cluster of 2 separate species, C5H10O2 in total.

Computed properties:
Total charge: 0
HOMO-LUMO gap: 0.350 Ha
Energy: -9438.1815 eV
Energy above the lowest of the compared OMol25 structures with the same formula, charge and spin: 469.1 kJ/mol
Spin multiplicity: 1

Atoms and positions in Å:
C (0.9114, -2.4259, 0.2756)
C (-1.1279, -0.7709, -0.1143)
O (-1.3346, -0.6616, 1.1701)
C (-0.0755, 0.2334, -0.5475)
C (-0.7818, 1.5518, -0.9171)
C (0.1418, 2.1722, 0.1378)
O (0.6500, 0.8810, 0.5310)
H (0.7778, -3.2114, 1.0185)
H (1.5204, -2.7604, -0.5615)
H (1.3928, -1.5626, 0.7511)
H (-0.0731, -2.2028, -0.1188)
H (-0.6984, -0.0224, 1.5796)
H (0.6011, -0.1568, -1.3175)
H (-0.6566, 1.8890, -1.9456)
H (-1.8434, 1.5576, -0.6516)
H (-0.3440, 2.6844, 0.9745)
H (0.9400, 2.8055, -0.2644)

No. 2
Density functional theory data (ωB97M-V/def2-TZVPD) for a structure of composition C9H33N14NiO11.

Computed properties:
Total charge: +1
HOMO-LUMO gap (spin up / spin down): 0.258 / 0.090 Ha
⟨S²⟩: 2.01
Energy: -94286.8188 eV
Energy above the lowest of the compared OMol25 structures with the same formula, charge and spin: 0.0 kJ/mol
Spin multiplicity: 3

Atoms and positions in Å:
Ni (-0.5641, 3.4351, 1.4025)
O (-0.6721, -0.4930, 1.1279)
C (-0.1309, 0.3810, 0.3091)
O (0.0378, 1.5217, 0.6971)
O (0.2983, -0.0454, -0.8523)
H (-0.4658, -0.1273, 1.9912)
C (0.6345, 1.0731, 5.3176)
O (0.3365, 2.2494, 6.0718)
H (0.4148, 0.9532, 4.2568)
H (1.6912, 0.9599, 5.5597)
H (0.0683, 0.2771, 5.8012)
H (-0.6026, 2.4464, 6.0430)
C (-3.7381, -2.0228, 2.8271)
O (-4.0762, -3.0276, 2.3881)
N (-4.2230, -0.8681, 2.5938)
N (-2.7289, -1.8484, 3.5243)
H (-5.0105, -0.7912, 1.9660)
H (-3.7642, -0.0476, 2.9630)
H (-2.1476, -2.6466, 3.7365)
H (-2.5540, -0.9517, 3.9551)
C (-3.2240, 2.5593, -0.1180)
O (-2.1769, 3.1479, 0.1411)
N (-3.7326, 2.5223, -1.2807)
N (-4.0037, 1.9477, 0.6545)
H (-3.3429, 3.1273, -1.9894)
H (-4.4821, 1.8529, -1.3822)
H (-3.6737, 1.6517, 1.5620)
H (-4.9713, 1.7072, 0.4930)
C (4.3314, 3.1796, 0.0250)
O (4.5883, 4.3866, -0.2311)
N (4.9064, 2.4258, 0.8864)
N (3.2075, 2.6474, -0.4279)
H (4.4475, 1.5845, 1.2053)
H (5.6462, 2.8991, 1.3851)
H (2.7433, 3.1206, -1.1900)
H (2.7543, 1.9819, 0.1819)
C (0.4626, -2.2004, -4.0381)
O (0.6950, -2.8898, -5.0474)
N (1.4013, -1.6578, -3.2935)
N (-0.7383, -1.8717, -3.6764)
H (2.1506, -2.2946, -3.0631)
H (1.0372, -1.0797, -2.5496)
H (-1.4917, -2.1576, -4.2853)
H (-0.9807, -1.4784, -2.7783)
C (3.9175, -1.7295, -0.8060)
O (3.8175, -1.8955, -2.0324)
N (4.5776, -2.4264, 0.0838)
N (3.1524, -0.8631, -0.1515)
H (4.6470, -2.1399, 1.0498)
H (5.1734, -3.2140, -0.1282)
H (2.4303, -0.3598, -0.6468)
H (3.3399, -0.6273, 0.8126)
C (-2.1330, -3.8747, -0.4478)
O (-2.9625, -4.8522, -0.6374)
N (-0.9330, -3.9101, 0.0160)
N (-2.4624, -2.6416, -0.6987)
H (-0.4937, -4.7899, 0.2463)
H (-0.5684, -3.0151, 0.3096)
H (-1.7856, -1.9323, -0.4562)
H (-3.3721, -2.3055, -0.9810)
C (0.5870, 2.3528, -3.8017)
O (0.4667, 3.2681, -4.6544)
N (1.7386, 1.7349, -3.5468)
N (-0.3936, 1.7055, -3.2546)
H (1.9069, 0.9065, -2.9940)
H (2.4550, 2.0835, -4.1676)
H (-0.1008, 1.0727, -2.5240)
H (-1.3619, 1.9143, -3.4520)

No. 3
Density functional theory data (ωB97M-V/def2-TZVPD) for a structure of composition C37H42N4P2Pb.

Computed properties:
Total charge: +2
HOMO-LUMO gap: 0.071 Ha
Energy: -68813.0965 eV
Energy above the lowest of the compared OMol25 structures with the same formula, charge and spin: 225.2 kJ/mol
Spin multiplicity: 1

Atoms and positions in Å:
Pb (0.0000, 0.0000, 0.0000)
C (0.0381, -2.0257, -0.9253)
C (0.0409, -1.1023, -1.9658)
C (-1.1694, -0.7376, -2.8096)
C (-1.9338, 0.5002, -2.2800)
C (-2.0063, 0.5835, -0.7714)
C (-2.2010, -0.4808, 0.1027)
C (-2.4556, -1.9184, -0.3194)
C (-1.1660, -2.7716, -0.3945)
C (-0.0547, 1.4879, 1.4488)
H (0.9997, -2.4332, -0.6187)
H (1.0088, -0.8288, -2.3795)
H (-1.8410, -1.5975, -2.8819)
H (-0.8326, -0.5251, -3.8295)
H (-1.4258, 1.4046, -2.6317)
H (-2.9459, 0.5250, -2.7122)
H (-2.1553, 1.5865, -0.3756)
H (-2.4580, -0.2342, 1.1302)
H (-2.9785, -1.9335, -1.2796)
H (-3.1334, -2.3802, 0.4062)
H (-0.9148, -3.1196, 0.6131)
H (-1.3515, -3.6738, -0.9973)
H (0.6235, 1.2605, 2.2775)
H (-1.0679, 1.6300, 1.8460)
H (0.2753, 2.4315, 0.9949)
P (-5.7453, 2.3501, -6.2922)
P (-3.4111, 0.6768, -7.6467)
N (-7.0060, 1.8487, -5.1927)
N (-6.3592, 3.8377, -6.9348)
N (-3.7267, -0.9928, -7.3067)
N (-2.2604, 0.5990, -8.9578)
C (-6.1405, 1.2159, -7.7027)
C (-4.9263, 1.0847, -8.6314)
C (-6.6857, 1.2211, -3.9893)
C (-7.8337, 0.6789, -3.4632)
C (-8.8988, 0.9785, -4.3673)
C (-8.3678, 1.6864, -5.4209)
C (-5.8363, 5.0636, -6.5191)
C (-6.5564, 6.0690, -7.1115)
C (-7.5613, 5.4545, -7.9202)
C (-7.4269, 4.0941, -7.7972)
C (-3.1877, -1.6037, -6.1729)
C (-3.5184, -2.9344, -6.1950)
C (-4.2852, -3.1636, -7.3784)
C (-4.3990, -1.9689, -8.0445)
C (-2.2130, -0.2660, -10.0452)
C (-1.3301, 0.2492, -10.9660)
C (-0.8231, 1.4784, -10.4429)
C (-1.4065, 1.6716, -9.2137)
H (-7.0099, 1.6324, -8.2245)
H (-6.4179, 0.2264, -7.3284)
H (-5.0622, 0.2860, -9.3699)
H (-4.7845, 2.0226, -9.1760)
H (-5.6657, 1.2273, -3.6341)
H (-7.9102, 0.1450, -2.5263)
H (-9.9422, 0.7212, -4.2441)
H (-8.8320, 2.1021, -6.3013)
H (-4.9960, 5.0847, -5.8406)
H (-6.3815, 7.1288, -6.9903)
H (-8.2965, 5.9591, -8.5320)
H (-7.9857, 3.2921, -8.2544)
H (-2.6229, -1.0149, -5.4650)
H (-3.2518, -3.6652, -5.4444)
H (-4.7134, -4.1036, -7.6993)
H (-4.9063, -1.7278, -8.9658)
H (-2.7990, -1.1714, -10.0547)
H (-1.0578, -0.2143, -11.9047)
H (-0.0986, 2.1312, -10.9093)
H (-1.3062, 2.4645, -8.4870)
C (2.5620, -1.7653, 4.8378)
C (1.2716, -1.5244, 4.3687)
C (1.0649, -1.1486, 3.0399)
C (2.1541, -0.9967, 2.1556)
C (1.9795, -0.5785, 0.8104)
C (3.0927, -0.4703, -0.0297)
C (4.3731, -0.7556, 0.4483)
C (4.5606, -1.1430, 1.7755)
C (3.4627, -1.2653, 2.6374)
C (3.6541, -1.6436, 3.9769)
H (2.7148, -2.0506, 5.8709)
H (0.4267, -1.6253, 5.0382)
H (0.0470, -0.9756, 2.7213)
H (2.9672, -0.1478, -1.0539)
H (5.2271, -0.6623, -0.2096)
H (5.5644, -1.3459, 2.1301)
H (4.6486, -1.8398, 4.3599)

No. 4
Density functional theory data (ωB97M-V/def2-TZVPD) for a structure of composition C25H22IrN3OS3Te.

Computed properties:
Total charge: +1
HOMO-LUMO gap (spin up / spin down): 0.236 / 0.216 Ha
⟨S²⟩: 0.76
Energy: -75432.4329 eV
Energy above the lowest of the compared OMol25 structures with the same formula, charge and spin: 17.3 kJ/mol
Spin multiplicity: 2

Atoms and positions in Å:
Ir (1.4413, 0.3631, 1.1119)
C (-1.5357, 3.3928, 0.1257)
C (-0.1978, 2.7591, 0.3783)
N (-0.1498, 1.6042, 1.0221)
N (-1.3544, 1.1867, 1.5649)
C (-1.3127, 0.0894, 2.2194)
S (0.1321, -0.8702, 2.4115)
S (-2.7630, -0.4952, 3.0396)
C (-3.4509, -1.5452, 1.6979)
C (-2.5904, -2.7168, 1.3306)
C (-2.5664, -3.8641, 2.1179)
C (-1.7269, -4.9181, 1.7959)
C (-0.9039, -4.8408, 0.6779)
C (-0.9330, -3.7074, -0.1207)
C (-1.7722, -2.6510, 0.2071)
C (0.9926, 3.4496, -0.0589)
C (0.8406, 4.6735, -0.7658)
C (1.9057, 5.4444, -1.1344)
C (3.2036, 5.0332, -0.8005)
C (3.4026, 3.8681, -0.1124)
C (2.3197, 3.0498, 0.2644)
O (2.6313, 1.9577, 0.9278)
H (-2.3451, 2.7199, 0.3721)
H (-1.5995, 3.6773, -0.9227)
H (-1.6483, 4.2964, 0.7264)
H (-3.6495, -0.9113, 0.8350)
H (-4.4078, -1.8577, 2.1164)
H (-3.2033, -3.9289, 2.9924)
H (-1.7196, -5.8070, 2.4127)
H (-0.2569, -5.6704, 0.4240)
H (-0.3133, -3.6479, -1.0080)
H (-1.8075, -1.7700, -0.4289)
H (-0.1482, 5.0221, -1.0146)
H (1.7485, 6.3677, -1.6734)
H (4.0525, 5.6398, -1.0879)
H (4.3956, 3.5373, 0.1596)
S (5.5718, -1.4682, 1.6333)
C (4.4053, -2.7164, 1.6446)
C (3.1629, -2.1940, 1.5401)
N (3.1416, -0.8181, 1.4509)
C (4.3543, -0.3127, 1.4769)
H (4.6812, -3.7528, 1.7384)
H (2.2308, -2.7395, 1.5491)
H (4.5336, 0.7496, 1.4142)
Te (1.5189, -0.7099, -1.1258)
C (-0.3171, -0.5107, -2.1244)
C (-1.3447, 0.3555, -1.7661)
C (-2.4993, 0.4055, -2.5320)
C (-2.6308, -0.4004, -3.6552)
C (-1.6063, -1.2658, -4.0101)
C (-0.4500, -1.3252, -3.2470)
H (-1.2622, 0.9694, -0.8818)
H (-3.3015, 1.0738, -2.2471)
H (-3.5328, -0.3571, -4.2505)
H (-1.7054, -1.9004, -4.8805)
H (0.3394, -2.0125, -3.5301)

| no. | molar mass (g/mol) |
| --- | --- |
| 1 | 102.13 |
| 2 | 572.14 |
| 3 | 811.92 |
| 4 | 796.49 |